Entry 1:
The following is a DFT calculation (wB97M-V/def2-TZVPD) of a single C4H9NO2 molecule.

The geometry in XYZ format:
```
16
Properties=species:S:1:pos:R:3:forces:R:3
C 0.842001 1.476407 0.785631 0.046 0.017 0.048
C 0.920811 0.151920 0.034814 -0.282 0.213 -0.145
O 1.957034 -0.677664 0.534728 0.254 0.071 0.012
C -0.373074 -0.652654 0.175574 -0.040 -0.056 0.089
C -1.537752 0.101265 -0.440853 -0.055 0.118 0.048
O -2.344529 0.734760 0.217445 0.221 -0.239 -0.209
N -1.565836 0.095774 -1.806592 -0.104 -0.012 -0.021
H 0.882523 1.281791 1.862566 -0.029 0.029 -0.121
H -0.095795 1.999008 0.573419 0.169 -0.046 -0.014
H 1.674710 2.135357 0.513604 -0.087 -0.104 0.060
H 1.089799 0.350952 -1.037257 -0.001 -0.027 0.171
H 2.757669 -0.142134 0.599745 -0.085 -0.139 0.012
H -0.235004 -1.632623 -0.296338 -0.027 0.151 0.031
H -0.590559 -0.805793 1.235891 0.017 0.024 -0.142
H -2.320427 0.583229 -2.264267 0.077 -0.078 0.050
H -0.976185 -0.509056 -2.354147 -0.075 0.079 0.129
```
Forces are in eV/Å.

DFT total energy in eV: -9879.5997
LUMO level in eV: 0.8
SMILES string: C[C@@H](O)CC(N)=O
Gap between HOMO and LUMO in eV: 10.686
HOMO energy in eV: -9.89
Energy relative to the best compared isomer or geometry (same formula, charge and spin) in kJ/mol: 44.47

=====

Entry 2:
The following is a DFT calculation (wB97M-V/def2-TZVPD) of a single C4H6N2OS molecule.

The geometry in XYZ format:
```
14
Properties=species:S:1:pos:R:3:forces:R:3
C 0.232260 2.007392 -0.014551 -0.116 0.214 0.066
C -0.692978 -0.383826 -0.009087 0.157 0.018 0.124
C -0.103532 -1.582729 0.009181 -0.035 -0.151 0.032
C 1.546945 -0.093074 -0.007882 0.181 0.124 0.099
H 1.062982 2.433080 -0.574290 0.010 -0.060 0.034
H 0.266536 2.393996 1.010027 0.050 -0.064 -0.092
H -0.708169 2.315636 -0.472368 0.067 -0.084 0.019
H -2.525188 0.429828 1.210791 0.082 -0.059 -0.139
H -0.489952 -2.587499 0.025430 -0.037 0.135 -0.001
H 3.436854 -0.267226 0.045459 -0.267 0.147 0.001
N 0.336766 0.570823 -0.048286 0.340 -0.370 -0.023
N 2.698225 0.435890 0.032573 -0.100 -0.087 -0.061
O 1.270764 -1.444634 0.002763 -0.375 0.290 -0.089
S -2.396893 0.006606 -0.063945 0.042 -0.052 0.030
```
Forces are in eV/Å.

DFT total energy in eV: -20107.5281
LUMO level in eV: 0.5
SMILES string: [H]/N=c1\occ(S)n1C
Gap between HOMO and LUMO in eV: 8.588
HOMO energy in eV: -8.04
Energy relative to the best compared isomer or geometry (same formula, charge and spin) in kJ/mol: 174.97